This record from the OMol25 dataset describes an isolated ion of composition C5H8N and charge +1 in a non-equilibrium geometry. The level of theory is wB97M-V/def2-TZVPD.

Highest occupied orbital energy in Ha: -0.4995
LUMO in eV: -6.41
HOMO-LUMO gap in eV: 7.185
Multiplicity: 1
Net charge: +1

Structure (XYZ):
```
14
Properties=species:S:1:pos:R:3:forces:R:3
C 0.044019 -0.104090 -0.106528 2.4 1.1 -1.1
C -1.188048 -0.489892 0.004421 3.4 0.4 0.5
C -3.078208 -0.137903 1.402139 2.6 1.0 -0.5
C -2.522525 -0.556737 0.235267 -2.3 -0.2 1.7
C 2.485866 0.062736 -0.982793 1.1 -1.3 0.7
N 1.547670 -0.211207 0.064258 -6.3 -0.6 -0.9
H -0.375434 0.821890 -0.774317 0.9 -1.3 0.8
H -4.041093 -0.063320 1.791027 -2.0 -0.8 -0.3
H -2.411826 0.312542 2.075161 1.0 0.7 1.0
H -3.209015 -1.105341 -0.320669 -0.5 -0.9 -1.9
H 2.879681 1.016808 -0.782770 0.4 1.6 -0.8
H 3.383546 -0.606077 -0.898414 -1.0 0.2 0.1
H 2.030959 -0.154122 -1.921305 -0.1 0.4 -0.8
H 1.822583 -0.380342 0.982594 0.4 -0.4 1.5
```
Forces are in eV/Å.

This record from the OMol25 dataset describes an isolated ion of composition C5H8N and charge +1 in a non-equilibrium geometry. The level of theory is wB97M-V/def2-TZVPD.

Highest occupied orbital energy in Ha: -0.5822
LUMO in eV: -5.52
HOMO-LUMO gap in eV: 10.326
Multiplicity: 1
Net charge: +1
SMILES string: C1=[N+]2CCC[C@H]12

Structure (XYZ):
```
14
Properties=species:S:1:pos:R:3:forces:R:3
C 1.747258 0.139944 -0.443988 -1.1 -2.3 0.7
N 1.014289 -0.780461 0.120687 4.4 2.9 -1.9
C -0.230423 -1.342684 0.314802 -2.2 0.9 0.4
C -1.167698 -0.325519 -0.340961 -0.6 1.2 1.6
C -0.543996 1.065495 0.008878 0.3 2.9 -1.6
C 0.948101 0.907399 0.395394 -2.3 -1.9 1.0
H 2.617813 0.278694 -1.040716 0.6 -0.7 -0.6
H -0.507951 -1.178654 1.324018 0.2 -1.1 1.5
H -0.396576 -2.304674 -0.107860 0.4 -1.0 0.1
H -2.265873 -0.494494 -0.182017 1.1 0.4 0.6
H -1.046536 -0.536468 -1.329625 0.3 0.1 -3.1
H -0.559878 1.785836 -0.910464 -0.1 -1.4 1.4
H -0.930436 1.733192 0.788344 -0.7 -0.8 0.0
H 1.321912 1.052388 1.403508 -0.2 0.8 0.0
```
Forces are in eV/Å.

This record from the OMol25 dataset describes a 2-piece molecular cluster, C5H8N overall in a non-equilibrium geometry. The level of theory is wB97M-V/def2-TZVPD.

Highest occupied orbital energy in Ha: -0.4899
LUMO in eV: -3.91
HOMO-LUMO gap in eV: 9.419
Multiplicity: 1
Net charge: +1

Structure (XYZ):
```
14
Properties=species:S:1:pos:R:3:forces:R:3
C 1.307641 -0.777894 0.430217 2.8 0.1 -0.2
C 0.212168 1.712831 0.195877 -1.7 3.8 -2.4
C 0.922720 -0.183598 -0.913949 3.0 -2.5 -5.4
C 1.122730 0.658312 0.175611 0.3 -0.7 0.4
C -0.384209 0.523368 -0.669993 1.0 -0.5 0.9
N -1.292924 -0.449494 0.046548 -0.6 2.1 1.7
H 0.648902 -1.300748 1.009144 -1.9 -1.3 1.5
H 2.323190 -1.210002 0.648382 -0.8 1.0 -0.7
H -0.350734 2.126152 1.010919 0.0 -0.5 0.9
H 0.323102 2.614457 -0.516066 0.4 -1.6 1.0
H 1.695385 -0.701379 -2.286603 -2.3 1.9 3.7
H -0.804583 -1.305759 0.104339 1.2 -1.5 1.0
H -1.983500 -0.756241 -0.616105 -1.5 0.8 -0.1
H -1.616309 -0.096187 1.034288 0.1 -1.1 -2.5
```
Forces are in eV/Å.

This record from the OMol25 dataset describes an isolated ion of composition C5H8N and charge +1 in a non-equilibrium geometry. The level of theory is wB97M-V/def2-TZVPD.

Highest occupied orbital energy in Ha: -0.5798
LUMO in eV: -5.08
HOMO-LUMO gap in eV: 10.692
Multiplicity: 1
Net charge: +1
SMILES string: C=[N+]1CC12CC2

Structure (XYZ):
```
14
Properties=species:S:1:pos:R:3:forces:R:3
C -2.048274 0.758470 0.031277 1.2 -1.8 -0.6
N -1.011112 -0.007248 -0.023230 -1.8 2.4 0.2
C -0.664606 -1.357752 -0.000843 -0.1 -3.9 -0.9
C 0.383801 -0.336414 -0.030371 -1.7 1.3 1.4
C 1.466576 0.342301 -0.697696 1.2 2.3 -5.5
C 1.445664 0.326957 0.712131 2.7 1.1 5.4
H -1.882396 1.815799 0.292565 -0.5 -0.5 -0.6
H -2.967758 0.177960 -0.267649 0.5 1.4 0.9
H -0.918834 -1.898154 0.961428 0.4 0.7 -1.2
H -0.847591 -1.962317 -0.943314 0.1 0.8 1.2
H 1.339893 1.370372 -1.276785 -0.2 -2.3 1.4
H 2.129731 -0.287242 -1.278845 0.2 -0.1 0.2
H 2.207756 -0.315964 1.292413 -1.4 0.9 -1.1
H 1.367153 1.373230 1.228914 -0.5 -2.2 -0.9
```
Forces are in eV/Å.

This record from the OMol25 dataset describes an isolated ion of composition C5H8N and charge +1 in a non-equilibrium geometry. The level of theory is wB97M-V/def2-TZVPD.

Highest occupied orbital energy in Ha: -0.5363
LUMO in eV: -4.13
HOMO-LUMO gap in eV: 10.467
Multiplicity: 1
Net charge: +1
SMILES string: C=CC[N+]#CC

Structure (XYZ):
```
14
Properties=species:S:1:pos:R:3:forces:R:3
C 1.098235 1.081372 0.211173 0.0 1.2 -0.3
C 1.910542 0.066965 0.084904 -1.4 -2.2 -0.5
C 1.304838 -1.352339 -0.178756 2.5 -1.3 0.3
N -0.107764 -1.183209 -0.085502 -1.6 0.4 -1.7
C -1.096997 -0.587231 -0.126796 2.4 -1.5 0.9
C -2.236251 0.218505 0.050004 -2.7 1.2 -1.6
H 0.052485 1.226628 -0.023966 0.2 -0.7 0.3
H 1.505080 2.011790 0.456050 0.9 1.4 0.3
H 2.975436 0.154036 0.128713 0.4 -0.1 0.3
H 1.794712 -1.931221 -1.092245 -1.9 1.5 1.2
H 1.543326 -2.099751 0.627073 0.0 1.0 -0.3
H -2.637690 0.218247 1.093016 0.3 -0.3 -0.9
H -3.017711 -0.075747 -0.763999 1.0 0.3 1.7
H -1.989283 1.274845 -0.244960 0.0 -0.9 0.4
```
Forces are in eV/Å.

This record from the OMol25 dataset describes a 2-piece molecular cluster, C5H8N overall in a non-equilibrium geometry. The level of theory is wB97M-V/def2-TZVPD.

Highest occupied orbital energy in Ha: -0.5401
LUMO in eV: -5.26
HOMO-LUMO gap in eV: 9.431
Multiplicity: 1
Net charge: +1

Structure (XYZ):
```
14
Properties=species:S:1:pos:R:3:forces:R:3
C -0.043962 -1.355725 0.155534 -0.5 0.3 -0.2
C 0.715673 -0.322985 0.202747 3.5 1.1 -0.1
C -1.811788 0.314646 -0.772836 -0.6 0.8 -1.5
C -1.875759 0.589631 0.667634 -1.1 2.3 3.2
C 2.999006 0.187226 -0.002155 -2.8 -1.4 -2.1
N -0.719338 -0.016308 0.075372 0.0 -1.7 0.9
H -0.366348 -2.364048 -0.084749 0.1 0.3 0.5
H -2.315666 -0.601553 -1.094976 0.0 0.7 -0.5
H -1.702061 1.228252 -1.382791 -0.2 -1.0 -0.2
H -1.727558 1.660292 0.986767 0.3 -1.0 -0.8
H -2.594806 0.232040 1.465158 1.1 -0.9 -1.4
H 2.859610 -0.808675 -0.478410 0.8 1.0 0.4
H 3.449845 0.209140 0.958248 -0.2 0.1 0.9
H 3.133154 1.048065 -0.695548 -0.5 -0.7 0.8
```
Forces are in eV/Å.

This record from the OMol25 dataset describes an isolated ion of composition C5H8N and charge +1 in a non-equilibrium geometry. The level of theory is wB97M-V/def2-TZVPD.

Highest occupied orbital energy in Ha: -0.5574
LUMO in eV: -6.39
HOMO-LUMO gap in eV: 8.782
Multiplicity: 1
Net charge: +1

Structure (XYZ):
```
14
Properties=species:S:1:pos:R:3:forces:R:3
C -2.861969 -2.613942 -1.068457 -1.8 -1.2 -0.2
C -1.798459 -1.964780 -0.865648 1.2 1.2 0.4
C -0.957860 -0.998667 -1.067486 3.9 -0.3 -4.6
C 1.052413 1.299705 1.034922 2.9 1.7 3.0
C 0.902996 0.097590 0.207473 -0.8 0.9 -1.8
N -0.579206 0.016392 -0.163016 -1.5 0.7 3.1
H -0.127862 -0.930807 -2.066418 -2.9 -0.4 2.7
H 0.853011 2.316308 0.557807 -0.2 -1.5 0.6
H 0.548221 1.142914 2.070422 0.6 0.6 -1.8
H 2.218389 1.371572 1.336295 -2.6 -0.2 -0.7
H 1.271991 -0.770166 0.618084 0.3 -2.1 1.4
H 1.344670 0.127974 -0.777838 0.5 0.5 -0.3
H -0.622880 0.990989 -0.503358 -1.1 -0.5 -0.4
H -1.243455 -0.085081 0.687217 1.4 0.5 -1.2
```
Forces are in eV/Å.

This record from the OMol25 dataset describes an isolated ion of composition C5H8N and charge +1 in a non-equilibrium geometry. The level of theory is wB97M-V/def2-TZVPD.

Highest occupied orbital energy in Ha: -0.5218
LUMO in eV: -4.71
HOMO-LUMO gap in eV: 9.489
Multiplicity: 1
Net charge: +1
SMILES string: C1=CCC[NH2+]C=1

Structure (XYZ):
```
14
Properties=species:S:1:pos:R:3:forces:R:3
C -0.961118 -1.060246 -0.775217 0.7 0.9 -0.2
C -0.431421 -0.172796 -1.607668 -0.5 -1.6 0.2
C 0.172938 0.984068 -0.856076 0.3 -0.7 0.8
C 0.491978 0.695069 0.636710 -3.6 -0.5 0.1
N 0.358937 -0.818117 1.065610 0.7 0.3 -4.7
C -0.937263 -1.292715 0.528363 0.7 0.6 -2.5
H -0.293678 -0.195677 -2.690805 0.0 -0.4 0.4
H 1.162960 1.064902 -1.287965 0.0 0.7 -0.6
H -0.461677 1.852196 -0.974667 0.4 0.5 0.1
H -0.231353 1.191943 1.326752 0.5 -0.3 -0.6
H 1.426529 1.050224 0.863693 2.4 0.5 0.7
H 0.351782 -0.831853 2.003136 0.2 -0.2 4.6
H 1.186363 -1.368648 0.730243 -1.0 0.4 0.2
H -1.834977 -1.098350 1.037892 -0.6 -0.2 1.5
```
Forces are in eV/Å.

This record from the OMol25 dataset describes a 2-piece molecular cluster, C5H8N overall in a non-equilibrium geometry. The level of theory is wB97M-V/def2-TZVPD.

Highest occupied orbital energy (spin up / spin down) in Ha: -0.5341 / -0.5341
LUMO (spin up / spin down) in eV: -7.39 / -7.39
HOMO-LUMO gap (spin up / spin down) in eV: 7.138 / 7.139
Multiplicity: 1
Net charge: +1

Structure (XYZ):
```
14
Properties=species:S:1:pos:R:3:forces:R:3
C 1.408929 -0.196363 -0.794022 0.9 -1.9 1.6
C 0.818863 0.732409 -0.069583 0.2 -0.2 -2.0
C -1.204748 -1.089891 -0.822426 1.8 -0.9 -1.1
C -0.649052 -1.582639 0.460471 1.8 -0.2 -2.0
C 0.510489 2.033428 0.464519 -2.1 1.0 1.3
N -0.015958 -0.464309 -0.286117 1.0 -1.3 0.3
H 3.090324 -1.632960 -0.657427 -2.5 2.2 -0.3
H -1.156448 -1.580443 -1.780008 0.3 -0.2 0.0
H -2.053305 -0.573980 -0.614751 -2.5 1.7 0.0
H -1.261306 -1.312763 1.206750 -1.7 1.1 3.0
H -0.131381 -2.500708 0.636797 0.6 -0.3 -0.4
H -0.574555 2.456360 0.162770 2.8 -0.8 0.1
H 1.347650 2.755001 0.537225 -0.6 -0.4 -0.8
H 0.339701 1.784478 1.515702 -0.2 0.2 0.4
```
Forces are in eV/Å.

This record from the OMol25 dataset describes a 2-piece molecular cluster, C5H8N overall in a non-equilibrium geometry. The level of theory is wB97M-V/def2-TZVPD.

Highest occupied orbital energy (spin up / spin down) in Ha: -0.5551 / -0.5550
LUMO (spin up / spin down) in eV: -6.86 / -6.19
HOMO-LUMO gap (spin up / spin down) in eV: 8.245 / 8.913
Multiplicity: 1
Net charge: +1

Structure (XYZ):
```
14
Properties=species:S:1:pos:R:3:forces:R:3
C 2.726191 -1.134773 0.417791 -6.9 0.6 -0.1
C 3.876636 -1.235707 0.430127 6.9 -0.6 0.1
C -0.336840 0.629102 -0.442364 0.8 1.9 -2.0
C -0.201471 2.041693 -0.103908 -1.5 -0.2 -0.8
C -0.939998 -1.605196 0.027113 0.2 -3.3 -0.5
N -0.463021 -0.298904 0.372324 -1.3 -1.3 0.4
H -0.363557 0.336828 -1.503244 -0.2 0.3 0.4
H 0.598240 2.528219 -0.582392 1.2 0.5 -0.5
H -0.371080 2.351283 0.886328 0.5 -0.2 1.6
H -1.094235 2.468268 -0.565120 -0.2 0.2 -0.6
H 0.009958 -2.233964 -0.085853 -1.5 0.2 0.9
H -1.717189 -1.981411 0.820390 1.8 0.6 -1.6
H -1.368925 -1.722169 -1.012916 0.1 0.9 1.3
H -0.354708 -0.143269 1.341724 0.1 0.5 1.3
```
Forces are in eV/Å.

Calculated energy relative to the best compared isomer or geometry (same formula, charge and spin), 527.2 429.0 805.1 410.3 275.1 774.7 683.7 372.1 967.5 947.3 kJ/mol (same order as the records).
Calculated electronic energy, -6792.6246 -6793.6424 -6789.7445 -6793.8362 -6795.2372 -6790.0597 -6791.0020 -6794.2315 -6788.0611 -6788.2708 eV (same order as the records).